Record 1
# C18H29N5O8S

A cluster of 2 separate species, C18H29N5O8S in total in a non-equilibrium geometry (wB97M-V/def2-TZVPD, the Open Molecules 2025 dataset).

Output
HOMO-LUMO gap in hartree: 0.3344
Highest occupied orbital energy in eV: -8.8
LUMO level in hartree: 0.0097
SMILES: N[C@@H](Cn1ccc(=O)n(CCC(=O)O)c1=O)C(=O)O.CNC(=O)[C@H](CCSC)NC(C)=O

```
! wB97M-V def2-TZVPD RIJCOSX def2/J DEFGRID3
* xyz 0 1
N 5.6484 2.3309 1.0172
C 6.0491 1.1932 1.8991
C 5.8015 -0.1499 1.1841
N 4.4230 -0.2612 0.6833
C 4.1806 0.0177 -0.6639
C 2.8919 0.0766 -1.1121
C 1.8035 -0.1097 -0.1843
O 0.6732 -0.0275 -0.6343
N 2.0271 -0.3460 1.1598
C 0.9214 -0.2659 2.1359
C -0.0097 -1.4803 2.0753
C -1.0494 -1.4675 3.1898
O -1.6768 -2.4933 3.3714
O -1.2467 -0.3430 3.9139
C 3.3526 -0.4264 1.5653
O 3.6038 -0.6676 2.7395
C 7.5326 1.2364 2.3419
O 8.2527 2.1101 1.8845
O 7.9795 0.2873 3.1948
H 5.4566 3.1655 1.5746
H 6.3980 2.5354 0.3515
H 5.4393 1.2158 2.8091
H 6.0071 -0.9747 1.8769
H 6.5121 -0.2519 0.3574
H 5.0020 0.2025 -1.3540
H 2.6576 0.2958 -2.1469
H 0.3392 0.6435 1.9438
H 1.3039 -0.1677 3.1586
H 0.5836 -2.3937 2.1656
H -0.5319 -1.5024 1.1179
H -1.9423 -0.5723 4.5500
H 8.9135 0.5000 3.3495
C -6.4710 -1.3364 -3.4612
N -5.1368 -0.8704 -3.0847
C -4.8999 0.2157 -2.3371
O -5.8219 0.9043 -1.9256
C -3.4227 0.5208 -1.9962
C -2.9104 -0.1755 -0.7197
C -3.2232 -1.6768 -0.6422
S -2.7029 -2.7084 -2.0498
C -0.9025 -2.6877 -1.8678
N -2.9947 1.9353 -2.0329
C -3.4006 3.0300 -1.3832
C -4.5041 3.0203 -0.3453
O -2.8373 4.0878 -1.6210
H -6.9274 -0.6296 -4.1566
H -7.1020 -1.4049 -2.5723
H -6.4087 -2.3191 -3.9304
H -4.3461 -1.4412 -3.3476
H -2.8608 0.0566 -2.8063
H -1.8350 -0.0395 -0.6611
H -3.3458 0.2921 0.1600
H -2.7645 -2.0743 0.2636
H -4.3015 -1.7914 -0.5277
H -0.4566 -3.3731 -2.5887
H -0.5298 -1.6827 -2.0584
H -0.6290 -2.9979 -0.8595
H -2.2385 2.1399 -2.6657
H -4.3475 3.8500 0.3409
H -5.4573 3.1539 -0.8510
H -4.5188 2.0924 0.2124
*
```

So, what does the Löwdin scheme give us? The charges, in e, come out as: 0.07, -0.26, -0.09, 0.00, -0.02, 0.02, -0.43, 0.05, 0.09, -0.10, -0.06, -0.50, 0.09, 0.12, -0.40, 0.07, -0.46, 0.09, 0.12, 0.09, 0.08, 0.15, 0.13, 0.14, 0.13, 0.12, 0.14, 0.13, 0.14, 0.09, 0.13, 0.13, -0.05, 0.00, -0.46, 0.06, -0.21, -0.18, -0.46, 0.83, -0.39, 0.12, -0.54, 0.00, 0.02, 0.09, 0.09, 0.08, 0.05, 0.13, 0.09, 0.11, 0.07, 0.08, 0.04, 0.02, 0.03, 0.15, 0.08, 0.08, 0.06


Record 2
# C18H29N7O5SV

A structure of composition C18H29N7O5SV in a non-equilibrium geometry (wB97M-V/def2-TZVPD, the Open Molecules 2025 dataset).

Output
Energy above the lowest of the compared OMol25 structures with the same formula, charge and spin in kcal/mol: 4.73
HOMO-LUMO gap (alpha / beta) in hartree: 0.3064 / 0.3054
Highest occupied orbital energy (alpha / beta) in eV: -10.4 / -10.4
LUMO level (alpha / beta) in hartree: -0.0746 / -0.0758
⟨S²⟩: 2.014

```
! wB97M-V def2-TZVPD RIJCOSX def2/J DEFGRID3
* xyz 1 3
V -1.0039 0.5273 -0.7969
C -0.1719 3.0567 3.8442
N -0.5006 3.1378 2.4266
C -1.4990 4.1350 2.0550
C 0.0237 2.3398 1.5001
O -0.2486 2.4401 0.2979
C 1.0060 1.2532 1.9286
O 1.3498 0.4352 0.8337
C 2.3687 0.9255 -0.0025
C 1.8936 0.9626 -1.4508
O 0.6856 0.7630 -1.6817
N 2.7384 1.2227 -2.4269
C 2.2946 1.2229 -3.8247
C 4.1731 1.4191 -2.2146
H 0.1218 4.0407 4.2097
H 0.6497 2.3738 4.0269
H -1.0400 2.7213 4.4137
H -1.1473 5.1271 2.3387
H -2.4310 3.9250 2.5803
H -1.6686 4.0963 0.9855
H 0.5469 0.6067 2.6746
H 1.9008 1.6970 2.3759
H 3.2433 0.2757 0.0773
H 2.6729 1.9403 0.2711
H 1.2124 1.2140 -3.8673
H 2.6955 0.3453 -4.3316
H 2.6751 2.1216 -4.3066
H 4.3992 1.6503 -1.1800
H 4.5012 2.2599 -2.8222
H 4.7270 0.5299 -2.5156
N -3.1376 1.4426 -4.4052
C -2.7275 0.9851 -3.1933
S -2.0958 2.1839 -2.0640
N -2.8311 -0.3027 -2.9994
N -2.3573 -0.6116 -1.7016
C -2.8689 -1.6387 -1.1508
C -2.6110 -2.0285 0.2380
C -3.0149 -3.2993 0.6453
C -2.8070 -3.7370 1.9400
C -2.2023 -2.8785 2.8531
C -1.8198 -1.5997 2.4778
C -2.0252 -1.1644 1.1745
O -1.6815 0.1093 0.8415
H -3.2599 2.4299 -4.5361
H -3.6612 0.8116 -4.9879
H -3.5557 -2.2311 -1.7520
H -3.4914 -3.9513 -0.0787
H -3.1248 -4.7254 2.2411
H -2.0407 -3.2072 3.8725
H -1.3863 -0.9127 3.1948
C 2.0944 -3.5309 1.3833
N 1.0593 -2.6989 0.8010
C 0.8564 -2.5101 -0.5180
N 1.5928 -3.2842 -1.3777
O 0.0443 -1.6939 -0.9640
H 2.3352 -3.1543 2.3747
H 3.0073 -3.4857 0.7889
H 1.7852 -4.5727 1.4868
H 0.5190 -2.0896 1.3902
H 1.9730 -4.1605 -1.0641
H 1.2646 -3.2593 -2.3290
*
```

So, what does the Löwdin scheme give us? The charges, in e, come out as: 0.82, -0.01, -0.12, 0.00, -0.40, -0.05, -0.10, -0.13, -0.09, -0.34, -0.11, -0.11, 0.02, -0.01, 0.10, 0.08, 0.10, 0.10, 0.10, 0.09, 0.13, 0.14, 0.14, 0.15, 0.09, 0.10, 0.10, 0.08, 0.10, 0.11, 0.07, -0.82, 0.70, 0.03, -0.14, -0.04, -0.14, -0.02, -0.08, -0.07, -0.03, -0.31, -0.20, 0.08, 0.10, 0.14, 0.12, 0.11, 0.11, 0.11, -0.06, 0.05, -0.57, 0.18, 0.00, 0.09, 0.08, 0.09, 0.11, 0.09, 0.11


Record 3
# C18H29NO

An isolated molecule of C18H29NO in a non-equilibrium geometry (wB97M-V/def2-TZVPD, the Open Molecules 2025 dataset).

Output
Energy above the lowest of the compared OMol25 structures with the same formula, charge and spin in kcal/mol: 385.92
HOMO-LUMO gap in hartree: 0.3167
Highest occupied orbital energy in eV: -7.9
LUMO level in hartree: 0.0248
SMILES: COc1ccc(CC[C@H](C)NCC2CCCCC2)cc1

```
! wB97M-V def2-TZVPD RIJCOSX def2/J DEFGRID3
* xyz 0 1
C 5.3280 -4.2189 0.4153
O 4.3142 -4.0965 -0.6615
C 3.6527 -3.0577 -0.7645
C 3.8998 -1.8024 0.0692
C 2.9704 -0.9400 -0.3125
C 1.9698 -1.1383 -1.2654
C 1.2003 0.2214 -1.8325
C -0.3141 0.0103 -1.4524
C -0.8361 -0.1595 0.0770
C -0.5083 -1.4023 0.8717
N -2.3277 0.2220 -0.0232
C -2.7154 0.7258 1.2668
C -2.7932 2.0310 1.1108
C -3.3136 2.8043 2.4073
C -3.2833 4.1978 2.3931
C -3.9104 5.0658 1.0699
C -3.5978 4.3166 -0.0498
C -3.5632 2.7297 0.2226
C 1.9814 -2.0588 -2.1373
C 2.8081 -3.1675 -1.8600
H 6.0630 -3.3154 0.2317
H 4.8951 -3.9686 1.5608
H 5.9245 -5.0658 0.2842
H 4.4490 -1.7952 0.8171
H 2.9548 0.1639 0.2643
H 1.4734 1.1728 -0.9597
H 1.1371 0.4419 -2.8463
H -1.0213 0.5506 -1.9208
H -0.7057 -1.0641 -1.7255
H -0.2693 0.7980 0.4173
H -0.8153 -1.5949 1.7091
H -0.6700 -2.3082 0.2839
H 0.7695 -1.4448 0.9392
H -2.7772 -0.8972 -0.1668
H -2.2869 0.3292 2.1424
H -3.8576 0.2395 1.2362
H -1.8959 2.3265 1.0589
H -2.7460 2.5053 3.1665
H -4.1968 2.6723 2.6778
H -3.5241 4.7935 3.4871
H -2.1336 4.6602 2.3738
H -3.8606 6.0374 1.2099
H -5.1255 4.6138 1.3813
H -4.2124 4.5699 -0.8262
H -2.5076 4.6208 -0.3376
H -4.6729 2.4728 0.0229
H -3.2328 2.1433 -0.8510
H 1.1534 -2.2692 -3.0998
H 2.6272 -4.1013 -2.3150
*
```

So, what does the Löwdin scheme give us? The charges, in e, come out as: -0.01, -0.06, -0.33, 0.03, -0.11, -0.31, -0.08, -0.19, -0.37, -0.03, -0.05, -0.29, -0.44, -0.20, -0.21, -0.19, -0.26, -0.18, -0.10, 0.00, 0.12, 0.16, 0.05, 0.01, 0.17, 0.17, 0.06, 0.04, 0.13, 0.15, -0.05, 0.08, 0.16, 0.21, 0.12, 0.19, 0.10, 0.09, 0.05, 0.17, 0.14, 0.04, 0.19, 0.08, 0.15, 0.15, 0.17, 0.20, 0.10


Record 4
# C18H29NO2

An isolated molecule of C18H29NO2 (wB97M-V/def2-TZVPD, the Open Molecules 2025 dataset).

Output
Energy above the lowest of the compared OMol25 structures with the same formula, charge and spin in kcal/mol: 18.99
HOMO-LUMO gap in hartree: 0.3377
Highest occupied orbital energy in eV: -8.3
LUMO level in hartree: 0.0333
SMILES: CCCCN(CCCC)CC1OCc2ccccc2CO1

```
! wB97M-V def2-TZVPD RIJCOSX def2/J DEFGRID3
* xyz 0 1
C -1.0194 -4.5747 0.8123
C -1.9579 -4.2474 -0.3437
C -1.7990 -2.8136 -0.8498
C -2.2379 -1.7762 0.1822
N -2.4450 -0.4613 -0.4101
C -3.1263 0.4408 0.5062
C -3.6532 1.6984 -0.1840
C -4.6644 2.4339 0.6932
C -5.1720 3.7046 0.0229
C -1.2607 0.0941 -1.0244
C -0.0362 0.2964 -0.1051
O 0.7778 -0.8345 -0.2223
C 1.8292 -0.9382 0.7164
C 3.0410 -0.1105 0.3700
C 4.2775 -0.7210 0.2087
C 5.3992 0.0227 -0.1087
C 5.2904 1.3918 -0.2792
C 4.0608 2.0068 -0.1306
C 2.9310 1.2699 0.1983
C 1.6011 1.9617 0.3636
O 0.5864 1.4863 -0.4992
H 0.0097 -4.3602 0.5331
H -1.0930 -5.6278 1.0753
H -1.2665 -3.9874 1.6927
H -2.9918 -4.4137 -0.0318
H -1.7491 -4.9303 -1.1706
H -2.4106 -2.6787 -1.7438
H -0.7549 -2.6458 -1.1143
H -1.5082 -1.7407 1.0067
H -3.1992 -2.0894 0.6012
H -3.9822 -0.1100 0.9078
H -2.4956 0.7322 1.3650
H -4.1249 1.4053 -1.1232
H -2.8302 2.3772 -0.4128
H -5.5088 1.7743 0.9051
H -4.1964 2.6889 1.6472
H -5.8926 4.2130 0.6595
H -4.3482 4.3865 -0.1759
H -5.6548 3.4680 -0.9224
H -1.5045 1.0644 -1.4543
H -0.9442 -0.5618 -1.8355
H -0.3482 0.4014 0.9590
H 2.0948 -1.9988 0.7331
H 1.4603 -0.6545 1.7183
H 4.3590 -1.7909 0.3360
H 6.3544 -0.4663 -0.2288
H 6.1600 1.9790 -0.5336
H 3.9727 3.0747 -0.2693
H 1.7026 3.0234 0.1235
H 1.2656 1.8701 1.4122
*
```

So, what does the Löwdin scheme give us? The charges, in e, come out as: -0.11, -0.26, -0.20, -0.21, -0.16, -0.21, -0.21, -0.28, -0.12, -0.09, -0.37, -0.06, -0.13, -0.14, -0.03, -0.08, -0.08, -0.03, -0.14, -0.13, -0.05, 0.07, 0.07, 0.06, 0.10, 0.10, 0.12, 0.10, 0.12, 0.12, 0.12, 0.12, 0.12, 0.11, 0.11, 0.11, 0.07, 0.07, 0.07, 0.12, 0.13, 0.15, 0.13, 0.14, 0.11, 0.10, 0.10, 0.11, 0.13, 0.14